Here is 5 unconnected molecules or ions with the total composition C15H42N2O18P3S4 from the Open Molecules 2025 dataset. Energies are from ωB97M-V/def2-TZVPD.

Last column: Löwdin charge in e.
Geometry (Å):
1 C 3.136 -0.177 -2.469  -0.2797
2 P 4.179 1.334 -3.120  0.9112
3 O 4.089 1.379 -4.874  -0.3763
4 N 3.396 2.746 -2.372  -0.4053
5 C 4.362 3.674 -1.677  -0.4492
6 P 4.005 3.468 0.205  0.7660
7 N 2.376 3.662 0.333  -0.3645
8 C 5.947 3.414 -1.988  -0.5178
9 O 6.624 3.960 -3.031  -0.1690
10 O 6.769 2.578 -1.070  -0.3245
11 P 2.270 3.590 -3.465  0.6799
12 O 2.945 4.226 -4.745  -0.3576
13 O 0.995 2.472 -3.982  -0.2306
14 O 1.482 4.840 -2.480  -0.2452
15 H 2.029 0.010 -2.872  0.0427
16 H 3.579 -1.207 -2.790  0.0526
17 H 3.081 -0.019 -1.302  0.0353
18 H 5.019 1.502 -5.277  0.0824
19 H 4.156 4.825 -1.916  0.1431
20 H 4.744 4.437 1.014  0.0160
21 H 4.332 2.094 0.557  -0.0100
22 H 2.213 4.435 1.011  -0.0646
23 H 0.630 2.004 -3.174  0.0526
24 H 0.912 4.290 -1.840  0.0595
25 O 0.595 -1.040 2.225  -0.2937
26 S 1.598 -1.860 1.581  0.6187
27 O 1.553 -2.160 0.165  -0.2913
28 O 1.752 -3.256 2.407  -0.2694
29 C 0.593 -4.044 2.635  -0.2785
30 C 0.187 -4.808 1.388  -0.0790
31 C 3.200 -1.197 1.961  -0.1130
32 H -0.231 -3.426 3.007  0.1154
33 H 0.842 -4.760 3.426  0.1218
34 H -0.154 -4.126 0.604  0.0728
35 H -0.627 -5.504 1.608  0.0635
36 H 1.036 -5.367 0.983  0.0877
37 H 3.261 -1.010 3.035  0.0747
38 H 3.316 -0.261 1.410  0.0605
39 H 3.962 -1.911 1.645  0.0784
40 O -3.414 0.818 -4.062  -0.2877
41 S -2.936 1.915 -3.248  0.6261
42 O -1.872 1.747 -2.281  -0.2902
43 O -4.205 2.625 -2.514  -0.2673
44 C -5.076 1.820 -1.732  -0.2823
45 C -4.463 1.486 -0.385  -0.0776
46 C -2.509 3.268 -4.316  -0.1156
47 H -5.360 0.913 -2.275  0.1149
48 H -5.991 2.400 -1.573  0.1208
49 H -3.594 0.831 -0.500  0.0725
50 H -5.187 0.975 0.255  0.0781
51 H -4.118 2.394 0.120  0.0868
52 H -3.326 3.433 -5.021  0.0730
53 H -1.598 2.999 -4.854  0.0692
54 H -2.334 4.156 -3.708  0.0792
55 O -2.227 -6.903 0.131  -0.2923
56 S -2.854 -6.889 -1.173  0.6263
57 O -3.946 -5.994 -1.492  -0.2838
58 O -3.289 -8.408 -1.569  -0.2681
59 C -4.116 -9.135 -0.672  -0.2811
60 C -5.561 -8.681 -0.757  -0.0792
61 C -1.591 -6.690 -2.405  -0.1173
62 H -3.737 -9.062 0.353  0.1153
63 H -4.056 -10.190 -0.963  0.1225
64 H -5.674 -7.658 -0.387  0.0715
65 H -6.207 -9.329 -0.157  0.0789
66 H -5.910 -8.691 -1.794  0.0855
67 H -0.782 -7.394 -2.201  0.0756
68 H -1.221 -5.665 -2.345  0.0804
69 H -2.026 -6.871 -3.389  0.0752
70 O 1.711 3.686 3.785  -0.2914
71 S 0.346 3.779 4.255  0.6184
72 O -0.644 4.597 3.586  -0.2894
73 O 0.354 4.156 5.839  -0.2730
74 C 1.062 5.313 6.260  -0.2826
75 C 0.291 6.581 5.945  -0.0806
76 C -0.309 2.136 4.418  -0.1192
77 H 2.064 5.338 5.818  0.1164
78 H 1.190 5.233 7.345  0.1204
79 H 0.221 6.740 4.865  0.0720
80 H 0.784 7.453 6.384  0.0779
81 H -0.732 6.518 6.330  0.0833
82 H 0.411 1.521 4.963  0.0741
83 H -0.464 1.734 3.416  0.0773
84 H -1.260 2.187 4.950  0.0714

LUMO level in eV: 1.75
Net charge: -1
Frontier orbital gap in eV: 6.25
DFT total energy in a.u.: -4677.31522

=====

Here is 14 unconnected molecules or ions with the total composition C35H105N7O14 from the Open Molecules 2025 dataset. Energies are from ωB97M-V/def2-TZVPD.

Last column: Löwdin charge in e.
Geometry (Å):
1 C -3.169 -4.038 -1.759  -0.1688
2 O -2.663 -2.987 -2.479  -0.1516
3 H -4.055 -4.445 -2.254  0.0819
4 H -2.551 -4.900 -1.501  0.0789
5 H -3.536 -3.581 -0.839  0.0870
6 H -2.346 -3.222 -3.363  0.0389
7 C -2.655 4.863 -0.338  -0.1687
8 O -3.704 5.782 -0.087  -0.1166
9 H -1.766 5.413 -0.648  0.0579
10 H -2.360 4.460 0.631  0.0611
11 H -2.983 4.064 -1.004  0.0730
12 H -3.758 6.417 -0.804  0.0722
13 C 0.930 6.234 1.259  -0.1489
14 O -0.271 5.883 1.978  -0.1271
15 H 1.502 7.023 1.748  0.0785
16 H 1.546 5.336 1.239  0.0704
17 H 0.672 6.500 0.234  0.0644
18 H -0.716 6.735 2.018  0.0835
19 C -1.409 -5.336 1.492  -0.1330
20 O -2.830 -5.637 1.592  -0.1264
21 H -1.234 -4.303 1.195  0.0635
22 H -0.886 -5.645 2.397  0.0604
23 H -0.940 -5.930 0.704  0.0731
24 H -2.934 -6.583 1.466  0.0671
25 C 2.233 4.940 4.119  -0.1166
26 O 1.047 4.710 4.877  -0.1413
27 H 3.091 4.861 4.786  0.0888
28 H 2.147 4.161 3.362  0.0760
29 H 2.301 5.971 3.768  0.0726
30 H 0.293 4.877 4.302  0.0629
31 C -2.067 3.426 5.379  -0.1867
32 O -0.841 3.004 5.856  -0.1235
33 H -2.878 2.881 5.859  0.0774
34 H -2.295 4.487 5.522  0.0763
35 H -1.896 3.381 4.300  0.0741
36 H -0.148 3.563 5.486  0.0153
37 C -3.118 3.777 -4.052  -0.1628
38 O -3.052 2.379 -3.755  -0.1606
39 H -3.960 4.351 -3.669  0.0747
40 H -2.244 4.241 -3.587  0.0418
41 H -2.910 3.893 -5.116  0.0767
42 H -2.200 2.034 -4.054  0.0089
43 C -0.141 -4.689 -6.732  -0.0670
44 C -1.076 -5.012 -5.556  -0.4128
45 C -2.454 -4.422 -5.625  -0.2019
46 O -2.363 -3.138 -5.078  -0.2408
47 C -3.471 -2.259 -5.181  -0.0679
48 N -1.167 -6.480 -5.554  0.0167
49 H 0.909 -4.980 -6.683  0.0741
50 H -0.137 -3.610 -6.903  0.0673
51 H -0.413 -5.203 -7.655  0.0759
52 H -0.639 -4.804 -4.578  0.1393
53 H -3.197 -5.011 -5.084  0.1306
54 H -2.777 -4.495 -6.668  0.1353
55 H -4.410 -2.709 -4.854  0.0968
56 H -3.521 -2.069 -6.255  0.0988
57 H -3.394 -1.344 -4.596  0.0881
58 H -0.279 -6.872 -5.274  0.0691
59 H -1.389 -6.897 -6.447  0.0679
60 C -2.573 -1.424 3.988  -0.0636
61 C -3.030 0.004 4.048  -0.4417
62 C -3.882 0.488 2.826  -0.1389
63 O -4.671 1.667 3.149  -0.2028
64 C -5.097 2.571 2.110  -0.0847
65 N -3.777 0.133 5.278  0.0321
66 H -1.915 -1.600 3.133  0.0640
67 H -3.313 -2.220 3.896  0.0833
68 H -2.008 -1.756 4.861  0.0755
69 H -2.244 0.760 4.130  0.1184
70 H -4.605 -0.293 2.581  0.1239
71 H -3.202 0.589 1.979  0.0885
72 H -5.506 3.540 2.401  0.0813
73 H -5.957 2.156 1.582  0.0818
74 H -4.312 2.890 1.422  0.0662
75 H -4.195 1.053 5.217  0.0499
76 H -3.088 0.047 6.012  0.0752
77 C 0.504 0.563 -6.181  -0.0343
78 C -0.208 -0.061 -4.979  -0.3725
79 C 0.347 -1.331 -4.338  -0.1686
80 O 1.709 -1.238 -4.001  -0.1998
81 C 2.281 -2.433 -3.614  -0.1185
82 N -0.545 0.995 -4.001  0.0196
83 H 1.530 0.763 -5.868  0.0754
84 H -0.013 1.470 -6.492  0.0742
85 H 0.521 -0.081 -7.061  0.0715
86 H -1.271 -0.251 -5.148  0.1224
87 H 0.232 -2.263 -4.894  0.1017
88 H -0.132 -1.413 -3.358  0.1094
89 H 2.013 -2.590 -2.566  0.0801
90 H 3.370 -2.353 -3.604  0.0894
91 H 2.064 -3.257 -4.296  0.0853
92 H 0.350 1.261 -3.586  0.0370
93 H -0.866 0.485 -3.179  0.0315
94 C -0.925 -1.412 -0.148  -0.0353
95 C -1.829 -0.190 -0.435  -0.3493
96 C -1.093 1.170 -0.055  -0.1160
97 O -0.712 1.052 1.346  -0.2201
98 C 0.070 2.073 1.823  -0.1237
99 N -2.181 -0.216 -1.879  0.0422
100 H -1.472 -2.351 -0.229  0.0505
101 H -0.482 -1.359 0.847  0.0677
102 H -0.114 -1.430 -0.878  0.0634
103 H -2.818 -0.197 0.025  0.1192
104 H -1.767 2.019 -0.177  0.1070
105 H -0.160 1.290 -0.609  0.1043
106 H -0.512 2.995 1.764  0.0819
107 H 1.042 2.038 1.322  0.0872
108 H 0.322 1.822 2.855  0.0852
109 H -2.887 0.504 -1.786  0.0749
110 H -2.569 -1.103 -2.179  0.0455
111 C 2.687 -3.693 5.844  -0.0658
112 C 1.929 -3.569 4.501  -0.4137
113 C 2.825 -3.527 3.260  -0.2066
114 O 1.939 -3.364 2.164  -0.2046
115 C 2.569 -3.223 0.887  -0.0871
116 N 1.153 -4.797 4.421  0.0405
117 H 1.986 -3.656 6.679  0.0751
118 H 3.388 -2.912 6.144  0.0617
119 H 3.235 -4.631 5.946  0.0736
120 H 1.348 -2.648 4.549  0.1371
121 H 3.433 -4.430 3.175  0.1317
122 H 3.398 -2.599 3.335  0.1028
123 H 1.784 -3.233 0.129  0.0675
124 H 3.232 -4.060 0.667  0.0906
125 H 3.010 -2.233 0.753  0.0774
126 H 1.809 -5.539 4.206  0.0720
127 H 0.648 -4.768 3.543  0.0351
128 C 5.988 -1.391 2.328  -0.0583
129 C 6.307 -0.335 3.443  -0.4144
130 C 5.117 0.004 4.394  -0.1807
131 O 4.181 0.925 3.828  -0.1751
132 C 3.049 0.956 4.610  -0.1404
133 N 7.529 -0.689 4.168  0.0285
134 H 5.763 -2.375 2.742  0.0650
135 H 6.824 -1.366 1.631  0.0726
136 H 5.036 -1.141 1.859  0.0579
137 H 6.491 0.554 2.835  0.1247
138 H 5.604 0.580 5.183  0.1222
139 H 4.666 -0.933 4.723  0.1122
140 H 2.337 0.141 4.465  0.0884
141 H 2.606 1.925 4.376  0.0740
142 H 3.256 1.001 5.683  0.0934
143 H 8.002 0.200 4.276  0.0683
144 H 8.214 -1.222 3.649  0.0645
145 C 0.452 4.483 -1.896  -0.0421
146 C 1.397 4.287 -3.157  -0.3995
147 C 2.426 3.167 -2.850  -0.1731
148 O 1.712 1.921 -2.705  -0.2492
149 C 2.453 0.993 -1.874  -0.0734
150 N 0.501 3.970 -4.241  0.0539
151 H -0.135 3.590 -1.689  0.0712
152 H -0.197 5.276 -2.270  0.0638
153 H 0.964 4.949 -1.055  0.0404
154 H 2.047 5.118 -3.434  0.1348
155 H 2.899 3.468 -1.915  0.1194
156 H 3.072 3.137 -3.730  0.1223
157 H 2.757 1.405 -0.910  0.0831
158 H 3.302 0.711 -2.498  0.0923
159 H 1.927 0.068 -1.637  0.0717
160 H 1.179 3.795 -4.975  0.0717
161 H 0.010 3.089 -4.150  0.0322

LUMO level in eV: 0.39
ΔE to the lowest compared entry with this formula, charge and spin in kcal per mole: 122.0
Frontier orbital gap in eV: 8.70
DFT total energy in a.u.: -2832.75420

=====

What is the formula in the second record? C35H105N7O14

=====

Which formula does entry 2 have? C35H105N7O14

=====

Which value of LUMO level does entry 1 give? 1.75 eV